Below is C3H5BO4 in the gas phase in a non-equilibrium geometry, with properties calculated with ωB97M-V/def2-TZVPD.

Cartesian coordinates (Å):
O  1.47898  1.81364  -0.21765
B  0.90366  0.68373  -0.56247
O  1.38577  0.05507  -1.57234
C  -0.49479  0.38320  0.23118
C  -0.42784  -0.74756  1.17448
C  -1.36241  -1.62400  0.85953
O  -1.92670  -1.38509  -0.28388
O  -1.43760  -0.11690  -0.76269
H  2.16478  2.08724  -0.80434
H  1.93779  0.64972  -2.10095
H  -0.83527  1.33456  0.56638
H  0.20677  -0.55486  1.99002
H  -1.59314  -2.57876  1.48272

- orbital gap (eV) = 8.195
- net charge = 0
- HOMO level (eV) = -8.0
- molecular weight (g mol⁻¹) = 115.881
- energy relative to the best compared isomer or geometry (same formula, charge and spin) (kJ/mol) = 198.4
- DFT total energy (Eh) = -443.0649
- max |F| (Eh/bohr) = 0.0902
- structure (SMILES) = OB(O)[C@@H]1C=COO1

Atom charges from the Mulliken analysis, given in e for atoms 1 to 8: O -0.47; B 0.43; O -0.44; C 0.08; C -0.46; C -0.23; O -0.25; O -0.22